[1]
# C26H29MgN4OP

A structure of composition C26H29MgN4OP (the ωB97M-V functional and the def2-TZVPD basis, OMol25).

* total energy: -50165.862 eV
* LUMO energy: -5.28 eV
* largest force on an atom: 0.5 eV/Å
* HOMO-LUMO gap: 0.331 Ha
* total charge: +2

Last column: Löwdin charge in e.
Geometry (Å):
Mg  -0.20  -0.43  1.00  0.649
C  -0.05  -1.31  5.07  -0.022
C  -0.24  -1.84  3.68  -0.268
C  -1.50  -1.92  3.10  -0.038
C  -1.68  -2.44  1.82  -0.076
C  -0.59  -2.90  1.09  -0.126
C  0.69  -2.83  1.66  -0.085
C  0.86  -2.29  2.93  -0.035
H  0.60  -1.97  5.65  0.102
H  -1.00  -1.24  5.60  0.094
H  0.42  -0.33  5.08  0.077
H  -2.37  -1.60  3.66  0.135
H  -2.68  -2.53  1.41  0.135
H  -0.74  -3.38  0.13  0.122
H  1.55  -3.24  1.14  0.125
H  1.85  -2.25  3.37  0.139
N  1.44  1.07  -1.12  -0.098
P  0.34  -0.19  -1.48  1.034
C  1.27  -1.37  -2.48  -0.362
C  1.50  -2.66  -2.03  -0.090
C  2.25  -3.55  -2.80  -0.053
C  2.77  -3.14  -4.01  -0.042
C  2.54  -1.84  -4.47  -0.046
C  1.79  -0.96  -3.72  -0.082
C  -0.79  0.60  -2.65  -0.370
C  -1.02  1.97  -2.61  -0.112
C  -1.93  2.55  -3.48  -0.065
C  -2.62  1.76  -4.39  -0.050
C  -2.39  0.39  -4.43  -0.051
C  -1.48  -0.19  -3.57  -0.084
C  1.96  1.39  0.12  -0.343
C  2.93  2.38  0.23  0.016
C  3.44  2.69  1.47  -0.015
C  2.96  2.01  2.60  -0.033
C  2.01  1.06  2.41  -0.107
N  1.49  0.74  1.20  0.025
H  1.87  1.56  -1.89  0.122
H  1.09  -2.99  -1.09  0.062
H  2.42  -4.56  -2.45  0.116
H  3.35  -3.82  -4.61  0.120
H  2.94  -1.53  -5.43  0.119
H  1.59  0.03  -4.10  0.115
H  -0.48  2.59  -1.90  0.097
H  -2.09  3.62  -3.46  0.116
H  -3.32  2.21  -5.07  0.118
H  -2.92  -0.22  -5.15  0.118
H  -1.29  -1.26  -3.63  0.114
H  3.29  2.89  -0.66  0.127
H  4.19  3.46  1.57  0.129
H  3.35  2.22  3.59  0.120
H  1.62  0.49  3.25  0.099
C  -3.21  2.46  0.26  -0.026
N  -3.00  2.46  1.70  0.058
C  -2.13  1.65  2.31  -0.534
N  -1.98  1.74  3.64  0.223
O  -1.47  0.81  1.65  -0.075
H  -4.15  2.96  0.05  0.102
H  -3.26  1.44  -0.11  0.092
H  -2.40  2.98  -0.25  0.081
H  -3.49  3.14  2.26  0.157
H  -2.53  2.36  4.21  0.130
H  -1.37  1.09  4.11  0.099

[2]
# C26H29MnN7O2S

A structure of composition C26H29MnN7O2S in a non-equilibrium geometry (the ωB97M-V functional and the def2-TZVPD basis, OMol25).

* total energy: -84098.394 eV
* LUMO energy (spin up / spin down): -7.13 / -8.44 eV
* 2S+1: 4
* <S²>: 3.84
* largest force on an atom: 2.0 eV/Å
* HOMO-LUMO gap (spin up / spin down): 0.207 / 0.160 Ha
* total charge: +2

Last column: Löwdin charge in e.
Geometry (Å):
Mn  -0.17  -0.18  0.13  0.820
C  -1.79  -1.01  -1.36  -0.029
N  -0.44  -1.61  -1.35  -0.241
C  -0.46  -3.08  -1.24  -0.017
C  0.27  -1.11  -2.53  -0.178
C  0.05  -1.62  -3.80  0.003
C  0.67  -1.02  -4.89  -0.020
C  1.48  0.09  -4.70  -0.028
C  1.72  0.59  -3.43  0.024
C  1.13  -0.02  -2.32  -0.166
N  1.27  0.30  -0.97  0.065
C  2.44  0.66  -0.36  -0.187
C  3.54  1.33  -0.91  0.038
C  4.66  1.55  -0.14  -0.012
C  4.73  1.09  1.17  0.009
C  3.64  0.43  1.74  0.022
C  2.51  0.23  0.99  -0.162
N  1.34  -0.50  1.49  -0.226
C  1.03  -0.08  2.89  -0.019
C  1.61  -1.97  1.47  -0.011
H  -2.23  -1.02  -2.36  0.132
H  -2.46  -1.52  -0.68  0.105
H  -1.69  0.07  -1.07  0.104
H  -1.06  -3.53  -2.03  0.104
H  0.55  -3.46  -1.32  0.109
H  -0.88  -3.37  -0.28  0.097
H  -0.60  -2.47  -3.95  0.128
H  0.49  -1.40  -5.88  0.127
H  1.94  0.57  -5.55  0.127
H  2.34  1.46  -3.32  0.109
H  3.51  1.73  -1.90  0.107
H  5.49  2.09  -0.57  0.130
H  5.63  1.24  1.75  0.131
H  3.72  0.07  2.76  0.128
H  1.82  -0.40  3.57  0.103
H  0.93  1.00  2.93  0.107
H  0.11  -0.55  3.21  0.094
H  2.41  -2.22  2.16  0.115
H  0.71  -2.50  1.78  0.100
H  1.91  -2.27  0.47  0.100
N  -4.54  4.80  -2.80  0.141
C  -3.53  4.46  -1.97  -0.300
C  -3.66  4.60  -0.58  -0.006
C  -2.64  4.24  0.27  -0.056
C  -1.46  3.73  -0.27  -0.314
C  -1.29  3.60  -1.65  -0.072
C  -2.31  3.96  -2.49  -0.016
S  -0.19  3.12  0.77  0.666
O  1.04  3.04  0.05  -0.281
O  -0.21  3.67  2.08  -0.238
N  -0.65  1.47  0.89  -0.136
C  -1.66  0.99  1.64  -0.460
N  -2.51  1.70  2.36  0.182
C  -3.40  1.02  3.08  -0.049
C  -3.48  -0.37  3.06  -0.011
C  -2.61  -1.04  2.23  -0.085
N  -1.70  -0.38  1.51  0.022
H  -5.38  5.22  -2.45  0.112
H  -4.42  4.79  -3.80  0.110
H  -4.58  5.02  -0.18  0.121
H  -2.73  4.35  1.34  0.117
H  -0.34  3.25  -2.03  0.107
H  -2.18  3.90  -3.57  0.116
H  -4.07  1.62  3.69  0.133
H  -4.21  -0.91  3.65  0.120
H  -2.64  -2.12  2.12  0.129

[3]
# C26H30BrCl42F4N4O7Si2

A structure of composition C26H30BrCl42F4N4O7Si2 in a non-equilibrium geometry (the ωB97M-V functional and the def2-TZVPD basis, OMol25).

* total energy: -670358.368 eV
* LUMO energy: 1.37 eV
* energy relative to the best compared isomer or geometry (same formula, charge and spin): 0.0 kJ/mol
* largest force on an atom: 2.4 eV/Å
* HOMO-LUMO gap: 0.232 Ha
* total charge: -1

Last column: Löwdin charge in e.
Geometry (Å):
C  -0.18  -1.74  -2.56  -0.132
C  -0.63  -0.26  -2.64  -0.324
C  0.30  0.72  -1.92  -0.619
Br  0.45  0.07  -0.03  0.692
Si  -0.44  2.46  -1.70  0.313
N  0.51  3.45  -0.72  0.092
C  1.73  3.75  -0.98  -0.408
C  2.14  5.19  -1.23  -0.025
C  2.87  2.76  -1.00  -0.077
O  -1.89  2.18  -0.97  -0.202
Si  -3.33  2.71  -1.59  0.591
C  -4.66  2.11  -0.39  -0.280
N  -4.49  0.63  -0.38  -0.041
C  -3.82  2.04  -3.28  -0.729
O  -3.04  1.29  -3.91  -0.062
O  -5.00  2.38  -3.57  -0.077
N  -3.40  4.56  -1.53  0.079
C  -3.39  4.98  -0.19  -0.548
O  -2.39  5.12  0.43  0.165
F  -4.57  5.18  0.43  0.104
C  -4.40  5.06  -2.41  -0.539
O  -4.15  5.36  -3.53  0.172
F  -5.65  5.22  -1.94  0.111
N  -0.65  3.17  -3.37  0.123
C  -0.45  4.56  -3.46  -0.530
O  -0.75  5.40  -2.69  0.165
F  0.13  4.89  -4.65  0.109
C  0.17  2.52  -4.35  -0.534
O  -0.21  1.98  -5.32  0.116
F  1.49  2.59  -4.06  0.112
H  0.80  -1.85  -2.10  0.022
H  -0.91  -2.34  -2.01  0.068
H  -0.10  -2.15  -3.57  0.012
H  -0.68  0.00  -3.70  0.085
H  -1.64  -0.15  -2.25  0.090
H  1.31  0.72  -2.32  0.054
H  1.53  5.86  -0.63  0.089
H  3.18  5.35  -0.96  0.068
H  2.06  5.43  -2.29  0.084
H  2.69  1.92  -0.34  0.013
H  3.79  3.25  -0.67  0.075
H  3.05  2.46  -2.04  0.067
H  -4.54  2.50  0.62  0.076
H  -5.64  2.37  -0.81  0.078
H  -4.68  0.27  0.55  0.052
H  -5.14  0.20  -1.02  0.063
C  0.07  -6.38  -2.22  -1.566
Cl  1.10  -5.30  -1.27  0.536
Cl  -1.59  -6.31  -1.65  0.518
Cl  0.17  -5.98  -3.93  0.522
H  0.43  -7.39  -2.08  -0.029
C  2.41  0.26  3.52  -1.591
Cl  0.78  -0.19  4.05  0.543
Cl  3.18  -1.07  2.66  0.524
Cl  2.35  1.73  2.53  0.522
H  3.01  0.47  4.40  -0.148
C  1.05  0.93  7.59  -1.538
Cl  2.70  0.65  7.04  0.510
Cl  0.39  -0.51  8.36  0.537
Cl  1.00  2.32  8.69  0.518
H  0.44  1.16  6.73  -0.007
C  -2.00  -9.42  0.59  -1.553
Cl  -0.45  -9.42  -0.25  0.523
Cl  -2.24  -10.93  1.46  0.497
Cl  -2.13  -8.04  1.68  0.537
H  -2.79  -9.33  -0.16  0.008
C  -7.20  8.37  -1.63  -1.545
Cl  -7.33  9.81  -2.65  0.531
Cl  -6.26  8.71  -0.18  0.535
Cl  -8.81  7.77  -1.21  0.529
H  -6.69  7.60  -2.19  -0.002
C  6.56  1.07  5.47  -1.495
Cl  6.28  0.43  7.09  0.497
Cl  7.60  -0.01  4.53  0.542
Cl  5.03  1.35  4.63  0.554
H  7.06  2.02  5.57  0.013
C  5.39  -1.21  -0.94  -1.560
Cl  3.83  -2.03  -0.98  0.532
Cl  5.31  0.33  -1.81  0.556
Cl  5.93  -0.96  0.72  0.492
H  6.11  -1.83  -1.44  -0.053
C  9.12  -3.72  -0.62  -1.541
Cl  9.48  -2.27  -1.57  0.530
Cl  9.71  -3.55  1.03  0.527
Cl  7.40  -4.07  -0.65  0.555
H  9.64  -4.55  -1.08  0.010
C  1.20  -1.75  -7.21  -1.533
Cl  0.84  -0.14  -6.61  0.626
Cl  2.95  -1.96  -7.47  0.499
Cl  0.60  -2.97  -6.08  0.529
H  0.71  -1.89  -8.16  0.009
C  4.14  4.91  6.16  -1.529
Cl  5.66  5.51  5.50  0.521
Cl  3.25  4.00  4.94  0.507
Cl  4.43  3.92  7.59  0.499
H  3.54  5.76  6.45  0.014
C  -8.87  10.30  -6.12  -1.568
Cl  -10.37  11.00  -5.50  0.511
Cl  -9.21  9.06  -7.33  0.528
Cl  -7.82  11.55  -6.78  0.515
H  -8.35  9.83  -5.29  -0.042
C  -4.60  -14.13  3.65  -1.544
Cl  -3.20  -13.24  4.24  0.525
Cl  -6.01  -13.83  4.67  0.529
Cl  -4.95  -13.72  1.97  0.496
H  -4.38  -15.18  3.70  0.011
C  5.88  0.90  11.07  -1.542
Cl  5.59  0.26  12.69  0.526
Cl  6.89  -0.21  10.13  0.504
Cl  4.37  1.24  10.23  0.509
H  6.42  1.83  11.17  0.013
C  -2.47  -13.21  -2.15  -1.535
Cl  -3.39  -13.26  -0.64  0.469
Cl  -2.36  -11.55  -2.75  0.529
Cl  -0.87  -13.90  -1.93  0.529
H  -3.00  -13.80  -2.89  0.010